Computed, not measured: one molecule with the formula C5H10O2, with wB97M-V/def2-TZVPD.

Summary:
E_HOMO: -8.9 eV
relative energy (zero: lowest compared OMol25 entry of this formula, charge and spin): 108.8 kcal per mole
F_max: 0.515 eV/A
gap between HOMO and LUMO: 0.3453 Eh

```
! wB97M-V def2-TZVPD RIJCOSX def2/J DEFGRID3
* xyz 0 1
C 1.26861 -0.71125 -1.09660
C -0.13569 -0.94935 -0.50776
O -0.06892 -1.84518 0.58598
C 1.15131 0.80023 1.54769
C -1.16168 0.21800 -0.28297
C -1.02029 1.29783 0.80273
O -0.11068 0.83890 1.83295
H 1.54407 -1.61137 -1.65985
H 1.30751 0.13921 -1.78561
H 2.04615 -0.57670 -0.33344
H -0.66555 -1.51324 -1.28028
H 0.60228 -1.53333 1.21131
H 1.24804 1.30247 0.54128
H -1.30662 0.72413 -1.24617
H -2.08597 -0.32295 -0.06480
H -1.97579 1.48707 1.30298
H -0.63679 2.25553 0.43258
*
```

Here are the natural (NBO) charges for atoms 1 to 2, given in e:
1 C -0.651
2 C 0.100